14
Properties=species:S:1:pos:R:3:forces:R:3 method="wB97M-V/def2-TZVPD" total_energy_ha=-270.5260 e_above_lowest_kj_mol=83.6 largest_force_ev_per_a=0.46 spin_multiplicity=1 homo_energy_ev=-9.4
C -0.760619 2.041713 0.441024 0.02 -0.06 -0.11
C -0.457851 1.136023 -0.483040 0.03 0.19 0.13
C -0.919236 -0.299982 -0.386115 -0.10 -0.02 0.04
C 0.088003 -0.988262 0.528423 0.00 -0.08 0.22
C 1.405805 -1.375327 -0.105036 0.08 -0.03 0.07
O -0.139737 -1.149599 1.706468 0.07 -0.03 -0.45
H -1.427407 1.794463 1.264873 0.11 0.04 -0.11
H -0.340997 3.042981 0.424724 -0.11 -0.11 -0.08
H 0.233190 1.383137 -1.288612 -0.14 0.01 0.11
H -1.905740 -0.362767 0.081380 0.16 0.02 -0.04
H -0.954997 -0.779574 -1.371549 0.07 0.08 0.16
H 2.156352 -1.541794 0.669228 -0.10 0.00 -0.10
H 1.273906 -2.298973 -0.680747 -0.02 0.11 0.07
H 1.749328 -0.602038 -0.801023 -0.07 -0.11 0.10